DFT (ωB97M-V with the def2-TZVPD basis set) results for a 2-piece molecular cluster, C29H30F6N3S overall at a distorted geometry.

Geometry as XYZ:
```
69
C29H30F6N3S (ωB97M-V with the def2-TZVPD basis set)
C -5.31750 -0.93819 2.37512
N -5.02309 -1.52833 1.09202
C -6.11842 -2.19648 0.40747
C -6.02095 -3.67294 0.65669
F -7.03349 -4.40073 0.11779
F -4.84000 -4.14932 0.12652
F -5.97820 -3.93402 2.00471
C -3.80837 -1.36256 0.47675
C -3.71191 -0.95021 -0.88020
C -2.47868 -0.67737 -1.42997
C -1.27017 -1.03929 -0.75097
C -0.01900 -0.82066 -1.37497
C 1.24708 -0.90848 -0.74670
C 2.42117 -1.07086 -1.54372
C 3.64212 -1.34706 -0.96686
C 3.75295 -1.49896 0.43756
N 4.95917 -1.89264 1.03024
C 5.66349 -3.06562 0.54641
C 5.82261 -0.85300 1.59928
C 5.37312 -0.43414 2.96785
F 6.27044 0.37343 3.60258
F 4.19998 0.28278 2.89380
F 5.14897 -1.52438 3.76736
C 2.61544 -1.22550 1.23680
C 1.42965 -0.82560 0.66852
C -1.40907 -1.66404 0.52802
C -2.61748 -1.65792 1.18871
H -4.74978 -0.00177 2.50145
H -6.39251 -0.71147 2.41729
H -5.06074 -1.60521 3.21518
H -7.06387 -1.83895 0.82530
H -6.02250 -2.06165 -0.67304
H -4.62915 -0.79833 -1.44832
H -2.41133 -0.21365 -2.42000
H -0.02559 -0.62577 -2.44746
H 2.33453 -1.00132 -2.63093
H 4.54305 -1.45479 -1.57675
H 5.21072 -3.45852 -0.37269
H 6.71235 -2.80266 0.36841
H 5.63648 -3.86154 1.30731
H 6.83381 -1.25848 1.69189
H 5.79039 0.05047 0.97328
H 2.68918 -1.36405 2.31440
H 0.61933 -0.48650 1.31626
H -0.55332 -2.14719 0.99767
H -2.70038 -1.95852 2.23436
C -0.82517 4.26686 -3.54445
S -1.01185 2.49124 -3.12624
C -0.35219 1.83072 -4.69647
C 0.30225 2.18531 -2.09332
C 0.34009 2.58653 -0.75056
C 1.55727 2.40509 -0.02266
C 1.67009 2.86855 1.26982
C 0.59769 3.54461 1.87343
C 0.73831 4.10797 3.18362
N 0.84039 4.58114 4.25039
C -0.61688 3.68626 1.18464
C -0.77040 3.20153 -0.09869
H -1.04800 4.87152 -2.66105
H 0.19001 4.46133 -3.90298
H -1.55687 4.46437 -4.33432
H -0.22393 0.75184 -4.56754
H -1.11322 2.04957 -5.45294
H 0.59687 2.32238 -4.93389
H 1.19177 1.75334 -2.55524
H 2.39510 1.92482 -0.53321
H 2.59776 2.72125 1.82226
H -1.43740 4.19684 1.69051
H -1.72221 3.30892 -0.62554
```

For the HOMO energy, the calculation gives -9.34 eV. The multiplicity is 1. The largest force on an atom is 2.47 eV Å⁻¹. The calculation puts the calculated total energy at -2284.39290 hartree. The calculation puts the frontier orbital gap at 4.43 eV. As for the total charge: +1.